1.
C4H9N3 | ωB97M-V/def2-TZVPD

Structure (XYZ):
```
16
Properties=species:S:1:pos:R:3:forces:R:3:nbo_charge:R:1
C 0.815 -1.269 0.356 -0.0667 -0.1479 -0.0404 0.21
C -1.355 0.704 -0.719 0.1594 0.0505 0.0035 -0.41
C 0.199 1.646 0.940 0.0100 -0.0532 -0.1453 -0.41
N -0.176 0.520 0.105 0.2049 -0.4220 0.0051 -0.47
N 0.419 -2.462 -0.030 0.0000 0.2235 0.0259 -0.71
C 1.010 -0.195 -0.635 -0.2442 0.3038 -0.0284 0.14
N 1.590 -0.015 -1.683 -0.1176 -0.0430 0.1783 -0.56
H 1.022 -1.130 1.411 -0.0412 0.0166 -0.0317 0.21
H 0.191 -3.205 0.612 0.0200 0.1129 -0.0278 0.40
H 0.352 -2.644 -1.024 0.0281 0.0585 0.0725 0.42
H -2.205 1.023 -0.108 0.0610 -0.0127 -0.0128 0.19
H -1.609 -0.241 -1.205 0.0138 0.0231 0.0121 0.20
H -1.180 1.446 -1.507 -0.0205 -0.0335 0.0300 0.20
H 0.519 2.501 0.330 -0.0145 -0.0368 0.0369 0.20
H -0.633 1.956 1.580 0.0285 -0.0374 -0.0526 0.19
H 1.041 1.366 1.578 -0.0210 -0.0023 -0.0252 0.20
```
Positions in Å, forces in eV/Å.

Properties
Electronic energy: -8760.6043 eV
Total charge: 0
Molecular weight: 99.1 g mol⁻¹
LUMO: 0.480 eV
Energy above the lowest of the compared OMol25 structures with the same formula, charge and spin: 3.921 eV



2.
C3H10NO | ωB97M-V/def2-TZVPD

Structure (XYZ):
```
15
Properties=species:S:1:pos:R:3:forces:R:3:nbo_charge:R:1
C -1.633 1.425 -1.290 -0.1256 -0.8496 0.1534 -0.21
O -1.420 0.135 -0.887 -0.3412 0.3574 -0.3342 -0.98
H -0.803 2.109 -0.987 -0.1118 0.2266 -0.0756 0.09
H -1.759 1.549 -2.394 0.1853 0.0458 -0.1022 0.08
H -2.579 1.843 -0.889 -0.0304 0.3460 0.2037 0.09
C 0.089 -1.204 1.493 0.1715 0.5501 -0.2417 -0.45
N 1.254 -0.374 1.137 -0.4292 -0.1034 0.1567 -0.63
C 1.363 -0.170 -0.314 -0.6391 0.0536 -0.2906 -0.49
H -0.742 -0.778 0.914 -0.0982 -0.2806 0.1436 0.28
H 0.206 -2.277 1.247 -0.0121 0.1531 -0.0576 0.13
H -0.112 -1.115 2.570 0.0223 -0.0471 -0.1339 0.16
H 2.081 -0.797 1.538 0.1614 0.0762 -0.2548 0.32
H 1.624 -1.105 -0.843 0.2431 0.1158 -0.0601 0.13
H 2.079 0.624 -0.539 0.2707 -0.1730 0.0709 0.16
H 0.351 0.136 -0.756 0.7332 -0.4710 0.8225 0.31
```
Positions in Å, forces in eV/Å.

Properties
Electronic energy: -6809.4591 eV
Total charge: -1
Molecular weight: 76.1 g mol⁻¹
LUMO: 4.437 eV
Energy above the lowest of the compared OMol25 structures with the same formula, charge and spin: 1.316 eV



3.
C4H7ClO | ωB97M-V/def2-TZVPD

Structure (XYZ):
```
13
Properties=species:S:1:pos:R:3:forces:R:3:nbo_charge:R:1
C -0.722 -1.996 0.416 -0.3655 -0.4094 0.3676 -0.59
C -0.597 -0.724 0.167 2.4572 1.4351 -1.8112 0.42
C -0.864 1.598 0.408 0.1971 0.2712 -0.0635 -0.24
C 1.578 -0.026 -0.956 -2.1428 -0.9114 1.1945 -0.46
O -1.405 0.306 0.182 -0.5742 -0.3932 0.2204 -0.52
Cl 2.665 0.204 0.354 0.3257 0.1166 0.1946 -0.02
H -1.601 -2.386 0.916 -0.1458 0.0681 0.0591 0.22
H 0.043 -2.704 0.161 0.2904 -0.0140 -0.0854 0.23
H -0.135 1.589 1.218 -0.0140 -0.0259 -0.0050 0.19
H -1.704 2.243 0.660 0.0482 -0.0738 -0.0001 0.20
H -0.390 1.961 -0.511 -0.0414 -0.1019 0.1825 0.18
H 1.374 0.870 -1.511 -0.0575 0.1224 -0.1294 0.19
H 1.756 -0.934 -1.504 0.0226 -0.0838 -0.1241 0.20
```
Positions in Å, forces in eV/Å.

Properties
Electronic energy: -18826.7615 eV
Total charge: 0
Molecular weight: 106.6 g mol⁻¹
LUMO (spin up / spin down): 0.290 / 0.225 eV
Energy above the lowest of the compared OMol25 structures with the same formula, charge and spin: 4.767 eV



4.
C30H24ClGaNO3PS | ωB97M-V/def2-TZVPD

Structure (XYZ):
```
62
Properties=species:S:1:pos:R:3:forces:R:3:nbo_charge:R:1
C 2.163 2.137 -0.906 0.2621 -1.2615 -0.0425 -0.28
C 2.195 0.999 -1.727 -0.0375 1.5026 1.0529 -0.22
C 1.074 1.048 -2.615 -1.1831 1.6418 0.2486 -0.27
H 2.945 0.206 -1.706 -0.2026 0.3790 0.0603 0.22
C 0.350 2.228 -2.351 0.5406 -1.3611 -0.9260 -0.27
C 1.005 2.934 -1.264 -1.5065 0.6446 1.3060 -0.52
H 0.924 4.014 -1.042 0.8396 -0.0827 -1.0702 0.23
H 2.891 2.404 -0.142 -0.2106 -0.1143 -0.2162 0.21
H 0.834 0.311 -3.378 -0.0469 0.2100 0.2402 0.22
H -0.543 2.567 -2.863 0.1274 -0.0955 -0.0154 0.22
Ga -0.910 3.318 0.065 1.1138 -2.1786 -0.3125 1.56
Cl -2.744 2.326 -0.429 -0.1491 0.3943 -0.1875 -0.49
P -0.721 -1.630 -0.634 0.2688 2.1435 0.2665 0.84
C -1.343 -1.889 -2.307 -0.1568 -0.4554 -0.4353 -0.34
C -1.038 -3.029 -3.068 -0.3688 0.4097 -0.0873 -0.24
H -0.410 -3.818 -2.646 -0.1945 0.2391 -0.1261 0.22
C -1.550 -3.147 -4.361 -0.0400 0.1177 -0.0213 -0.16
H -1.316 -4.035 -4.952 -0.1153 0.2806 0.1254 0.21
C -2.361 -2.138 -4.887 0.0279 0.0821 0.0965 -0.23
H -2.770 -2.239 -5.892 0.1210 0.0084 0.2008 0.21
C -2.653 -0.991 -4.138 0.0850 -0.2401 0.0872 -0.20
H -3.281 -0.201 -4.551 0.1658 -0.2409 0.0378 0.21
C -2.142 -0.857 -2.851 0.2798 -0.5960 0.0374 -0.20
H -2.348 0.030 -2.247 0.0865 -0.2191 -0.1928 0.23
C 0.689 -2.710 -0.383 0.1681 -0.6380 0.1133 -0.35
C 1.731 -2.684 -1.334 -0.1956 -0.2893 0.5323 -0.22
H 1.643 -2.046 -2.215 0.0161 -0.1956 0.2002 0.22
C 2.854 -3.483 -1.141 -0.1631 0.0040 0.1312 -0.20
H 3.647 -3.475 -1.890 -0.1444 -0.0672 0.2311 0.21
C 2.951 -4.291 -0.003 -0.1170 0.0464 0.0638 -0.23
H 3.816 -4.939 0.126 -0.1607 0.1609 0.0027 0.21
C 1.944 -4.270 0.971 0.2039 0.1162 -0.2102 -0.23
H 2.031 -4.884 1.867 0.0437 0.1224 -0.2196 0.21
C 0.819 -3.469 0.796 0.1598 0.0659 -0.6313 -0.15
H 0.031 -3.435 1.550 0.1963 -0.0931 -0.2226 0.21
C -2.043 -2.127 0.493 -0.4192 -0.3994 0.1964 -0.26
C -2.967 -3.135 0.168 0.0428 0.2180 0.6395 -0.22
H -2.921 -3.624 -0.806 0.0281 0.0848 0.2611 0.22
C -3.936 -3.505 1.105 0.0862 0.1781 -0.0050 -0.22
H -4.645 -4.302 0.865 0.2064 0.2870 0.1313 0.21
C -3.990 -2.858 2.345 0.1857 0.1172 -0.0638 -0.21
H -4.734 -3.160 3.081 0.1252 0.0638 -0.1724 0.21
C -3.101 -1.817 2.652 -0.1111 -0.2007 -0.1248 -0.21
H -3.154 -1.302 3.615 -0.0709 -0.2006 -0.3234 0.21
C -2.139 -1.434 1.722 -0.0403 -0.5319 -0.5011 -0.23
H -1.448 -0.612 1.920 -0.1413 -0.2186 -0.0186 0.24
O -1.617 4.814 3.532 0.6578 0.3108 -0.7853 -0.84
S -0.721 4.510 2.456 -0.2219 -2.7638 -0.7446 2.22
O -1.106 5.067 1.073 0.7380 -0.1024 1.3258 -0.97
N -0.576 2.899 2.013 -0.5928 0.8772 -0.2506 -1.04
C 0.678 2.299 2.269 -0.9101 -2.1031 -0.6582 0.65
O 0.909 1.133 1.943 -0.0517 2.5644 1.0065 -0.51
C 1.577 3.326 2.833 1.1012 0.2558 -0.5868 -0.15
C 2.962 3.197 2.998 -0.3329 0.0738 0.2329 -0.15
C 3.723 4.337 3.273 -0.3504 0.1231 0.0661 -0.18
C 3.094 5.585 3.429 -0.3523 -0.2966 0.0079 -0.18
C 1.704 5.705 3.277 0.1657 -0.1021 -0.0024 -0.20
C 0.984 4.580 2.899 0.8031 1.1310 0.4925 -0.24
H 3.403 2.205 2.898 -0.0575 0.3016 -0.0230 0.25
H 4.807 4.263 3.379 -0.3926 0.0087 -0.0468 0.23
H 3.686 6.466 3.667 -0.1300 -0.1908 -0.0154 0.23
H 1.165 6.632 3.449 0.3208 0.0738 -0.1552 0.24
```
Positions in Å, forces in eV/Å.

Properties
Electronic energy: -124153.5983 eV
Total charge: 0
Molecular weight: 614.7 g mol⁻¹
LUMO: -1.041 eV